(1)
{"formula": "C30H30IrNO4S4", "method": "ωB97M-V with the def2-TZVPD basis set", "species": ["Ir", "C", "C", "C", "C", "C", "C", "C", "H", "H", "H", "H", "H", "H", "H", "H", "O", "S", "C", "C", "C", "C", "S", "O", "C", "C", "C", "C", "C", "C", "C", "C", "C", "C", "C", "C", "H", "H", "H", "H", "H", "H", "H", "H", "H", "H", "H", "H", "H", "H", "H", "H", "H", "H", "O", "S", "O", "N", "C", "S", "C", "C", "C", "C", "C", "C", "H", "H", "H", "H"], "xyz": [[-0.6972, 0.2224, -0.4758], [1.0137, -1.7951, -4.8148], [0.2436, -0.8055, -3.9936], [0.6404, 0.5545, -3.9717], [-0.0532, 1.4970, -3.2663], [-1.2248, 1.1290, -2.5506], [-1.6413, -0.2164, -2.5910], [-0.8813, -1.1772, -3.2921], [2.0459, -1.4785, -4.9570], [0.5613, -1.8893, -5.8043], [1.0079, -2.7837, -4.3578], [1.5077, 0.8520, -4.5497], [0.2470, 2.5361, -3.2931], [-1.9096, 1.8997, -2.2251], [-2.6363, -0.4788, -2.2551], [-1.2343, -2.2004, -3.3288], [-0.0285, -0.0021, 1.4595], [-0.2401, -1.0632, 2.5642], [1.4651, -1.5281, 2.9677], [2.3725, -1.6922, 1.7567], [3.0337, -0.3983, 1.2777], [3.6905, -0.6054, -0.0832], [2.6286, -0.1607, -1.4997], [1.1920, -0.3911, -0.9890], [2.9019, 1.5829, -1.5771], [3.9003, 1.9820, -2.4581], [4.1948, 3.3337, -2.5549], [3.4830, 4.2561, -1.7973], [2.4809, 3.8339, -0.9323], [2.1853, 2.4842, -0.8134], [-0.8744, -2.5589, 1.8596], [-0.5649, -3.0251, 0.5862], [-1.1227, -4.2186, 0.1610], [-1.9660, -4.9385, 1.0007], [-2.2680, -4.4631, 2.2677], [-1.7321, -3.2581, 2.7000], [1.3378, -2.4594, 3.5246], [1.8181, -0.7658, 3.6638], [1.8093, -2.1463, 0.9411], [3.1520, -2.4129, 2.0134], [3.7944, -0.0833, 1.9934], [2.3066, 0.4128, 1.2211], [3.9718, -1.6457, -0.2519], [4.5729, 0.0172, -0.2400], [4.4341, 1.2597, -3.0648], [4.9689, 3.6665, -3.2325], [3.7083, 5.3101, -1.8869], [1.9253, 4.5514, -0.3435], [1.4098, 2.1679, -0.1268], [0.0975, -2.4764, -0.0722], [-0.8933, -4.5965, -0.8263], [-2.3926, -5.8723, 0.6609], [-2.9292, -5.0201, 2.9169], [-1.9828, -2.8679, 3.6792], [-2.4947, -0.4726, 0.1796], [-3.2084, 0.8722, 0.3741], [-4.2571, 1.0894, -0.5521], [-1.8402, 1.7531, 0.2336], [-1.5542, 2.4516, 1.4238], [-0.2419, 3.3534, 1.6693], [-2.6376, 2.2124, 2.4123], [-2.7629, 2.7971, 3.6634], [-3.8274, 2.4154, 4.4681], [-4.7666, 1.4774, 4.0413], [-4.6717, 0.8978, 2.7840], [-3.5941, 1.2832, 2.0089], [-2.0393, 3.5316, 3.9906], [-3.9370, 2.8614, 5.4473], [-5.5875, 1.2084, 4.6915], [-5.4101, 0.1940, 2.4255]], "nbo_charge": [1.34, -0.65, 0.05, -0.16, -0.18, -0.30, -0.23, -0.23, 0.23, 0.26, 0.23, 0.23, 0.24, 0.27, 0.26, 0.24, -0.98, 1.28, -0.57, -0.42, -0.42, -0.57, 1.29, -1.02, -0.21, -0.22, -0.19, -0.16, -0.18, -0.25, -0.21, -0.25, -0.18, -0.16, -0.18, -0.22, 0.26, 0.25, 0.21, 0.24, 0.24, 0.23, 0.25, 0.26, 0.24, 0.24, 0.24, 0.24, 0.23, 0.22, 0.23, 0.24, 0.24, 0.24, -0.85, 2.27, -0.82, -0.80, 0.01, 0.11, -0.02, -0.17, -0.14, -0.17, -0.14, -0.38, 0.26, 0.25, 0.25, 0.25], "homo_ev": -14.36, "homo_lumo_gap_ev": 7.177, "de_lowest_ev": 1.615, "fmax_ha_per_bohr": 0.009, "charge": 2, "lumo_ev": -7.19}

---

(2)
{"formula": "C30H30N4O2S2SiZn", "method": "ωB97M-V with the def2-TZVPD basis set", "species": ["Zn", "C", "O", "C", "C", "C", "C", "C", "C", "N", "N", "C", "C", "O", "C", "C", "C", "C", "C", "C", "C", "C", "H", "H", "H", "H", "H", "H", "H", "H", "H", "H", "H", "H", "H", "C", "C", "N", "C", "C", "S", "C", "C", "S", "C", "N", "C", "H", "H", "H", "H", "H", "H", "H", "H", "C", "Si", "C", "C", "C", "C", "H", "H", "H", "H", "H", "H", "H", "H", "H"], "xyz": [[0.1987, -0.7391, 0.2275], [3.4650, -0.9950, 2.1445], [2.1527, -0.4593, 2.2094], [2.0015, 0.8335, 2.5827], [3.0278, 1.6387, 3.0618], [2.7480, 2.9297, 3.4924], [1.4526, 3.4210, 3.4511], [0.4349, 2.6262, 2.9454], [0.7004, 1.3473, 2.4803], [-0.2741, 0.5022, 1.8717], [-1.4709, 0.8174, 2.1223], [-2.4662, -0.0057, 1.6803], [-2.2498, -1.3824, 1.3793], [-1.0970, -1.9283, 1.2991], [-3.4218, -2.2097, 1.2044], [-4.6653, -1.6904, 1.2061], [-4.9043, -0.2948, 1.4398], [-6.2063, 0.2361, 1.4206], [-6.4281, 1.5675, 1.6641], [-5.3363, 2.4057, 1.9394], [-4.0558, 1.9082, 1.9569], [-3.8067, 0.5425, 1.7079], [3.9586, -0.9448, 3.1165], [3.3497, -2.0343, 1.8532], [4.0537, -0.4733, 1.3878], [4.0401, 1.2671, 3.1076], [3.5534, 3.5487, 3.8663], [1.2352, 4.4211, 3.8017], [-0.5832, 2.9882, 2.8960], [-3.2449, -3.2641, 1.0308], [-5.5212, -2.3333, 1.0297], [-7.0367, -0.4285, 1.2100], [-7.4327, 1.9692, 1.6451], [-5.5057, 3.4568, 2.1389], [-3.2178, 2.5587, 2.1695], [-0.5895, 2.9150, -0.3153], [-1.2708, 1.9481, -1.2248], [-1.1602, 0.6548, -1.1532], [-1.8972, 0.0268, -2.1400], [-2.5889, 0.8621, -2.9510], [-2.3133, 2.4805, -2.4842], [-1.8149, -1.4337, -2.2360], [-2.5206, -2.2671, -3.0421], [-2.0242, -3.8786, -2.7674], [-0.8968, -3.3422, -1.5832], [-0.9025, -2.0558, -1.4236], [-0.0117, -4.2689, -0.8183], [0.3465, 2.4889, 0.0403], [-1.2187, 3.1292, 0.5503], [-0.3786, 3.8509, -0.8306], [-3.2134, 0.6133, -3.7929], [-3.2955, -2.0258, -3.7507], [-0.3167, -5.3067, -0.9393], [-0.0581, -3.9987, 0.2374], [1.0187, -4.1602, -1.1603], [3.8796, -1.3222, -4.2166], [4.3205, -0.5392, -2.5817], [4.8371, 1.2305, -2.8529], [5.7172, -1.4785, -1.7804], [2.8574, -0.5933, -1.5015], [1.8633, -0.6568, -0.7947], [4.7284, -1.3354, -4.9054], [3.0648, -0.7666, -4.6872], [3.5406, -2.3505, -4.0704], [5.7386, 1.2839, -3.4690], [5.0426, 1.7288, -1.9028], [4.0448, 1.7876, -3.3585], [6.6061, -1.4761, -2.4166], [5.4317, -2.5169, -1.5964], [5.9859, -1.0292, -0.8211]], "nbo_charge": [1.62, -0.25, -0.50, 0.30, -0.29, -0.19, -0.24, -0.21, 0.11, -0.40, -0.15, -0.01, 0.40, -0.80, -0.27, -0.14, -0.10, -0.16, -0.25, -0.19, -0.22, -0.02, 0.17, 0.21, 0.19, 0.22, 0.21, 0.21, 0.23, 0.22, 0.21, 0.21, 0.21, 0.21, 0.22, -0.66, 0.10, -0.52, 0.11, -0.43, 0.46, 0.11, -0.44, 0.45, 0.10, -0.50, -0.67, 0.25, 0.24, 0.23, 0.25, 0.25, 0.22, 0.26, 0.25, -1.10, 1.61, -1.10, -1.10, -0.66, -0.58, 0.23, 0.24, 0.24, 0.23, 0.24, 0.24, 0.23, 0.24, 0.23], "homo_ev": -7.24, "homo_lumo_gap_ev": 6.973, "de_lowest_ev": 0.000, "fmax_ha_per_bohr": 0.007, "charge": 0, "lumo_ev": -0.27}

---

(3)
{"formula": "C30H30N4O5", "method": "ωB97M-V with the def2-TZVPD basis set", "species": ["C", "N", "C", "C", "C", "C", "C", "C", "C", "C", "C", "C", "O", "N", "C", "C", "C", "C", "C", "C", "H", "H", "H", "H", "H", "H", "H", "H", "H", "H", "H", "H", "H", "H", "H", "H", "H", "H", "H", "H", "H", "C", "C", "C", "C", "C", "N", "O", "O", "C", "C", "C", "C", "C", "C", "N", "O", "O", "C", "C", "H", "H", "H", "H", "H", "H", "H", "H", "H"], "xyz": [[2.4555, 3.3049, 2.0197], [1.2197, 3.8221, 1.4664], [-0.0485, 3.3345, 1.5759], [-0.4080, 2.1413, 2.3805], [0.6309, 1.2326, 2.8882], [0.4708, 0.6944, 4.1266], [1.5031, -0.0204, 4.8596], [1.4658, -0.1201, 6.2777], [2.4984, -0.7370, 6.9832], [3.5891, -1.2948, 6.2923], [3.6269, -1.2308, 4.8922], [2.5934, -0.6140, 4.1798], [-1.6076, 1.8819, 2.6641], [-0.8518, 4.2220, 0.9120], [-2.3568, 4.2482, 0.8254], [-2.7712, 5.4340, -0.0267], [-2.9379, 4.4464, 2.2162], [-2.8482, 2.9776, 0.1540], [-0.0595, 5.1891, 0.3298], [1.2182, 4.9505, 0.6738], [3.1983, 4.1043, 1.9227], [2.3599, 3.0329, 3.0779], [2.8286, 2.4471, 1.4444], [1.4664, 1.0126, 2.2192], [-0.4579, 0.9021, 4.6703], [0.6109, 0.3043, 6.8093], [2.4609, -0.7964, 8.0746], [4.3986, -1.7782, 6.8441], [4.4673, -1.6660, 4.3455], [2.6046, -0.5967, 3.0873], [-2.3882, 5.3639, -1.0532], [-3.8662, 5.4422, -0.0948], [-2.4746, 6.3900, 0.4253], [-2.7414, 3.5851, 2.8557], [-2.5224, 5.3559, 2.6676], [-4.0251, 4.5729, 2.1321], [-2.6560, 2.0947, 0.7663], [-3.9347, 3.0498, 0.0020], [-2.3737, 2.8571, -0.8292], [-0.4522, 5.9875, -0.2808], [2.1105, 5.4958, 0.4202], [-1.4131, -2.6447, 2.0804], [-1.3968, -3.8416, 2.8394], [-0.3156, -4.1074, 3.7491], [-0.3136, -5.2250, 4.5534], [-1.4193, -6.1127, 4.5292], [-1.5409, -7.1554, 5.4893], [-2.5653, -7.8782, 5.4547], [-0.6351, -7.3116, 6.3381], [-2.4673, -5.9162, 3.6102], [-2.4664, -4.7988, 2.8049], [-2.2428, -2.3914, 0.9547], [-2.7171, -3.4252, 0.0780], [-3.5863, -3.1544, -0.9571], [-4.0088, -1.8288, -1.1788], [-5.0082, -1.5677, -2.1552], [-5.3981, -0.3893, -2.3235], [-5.4728, -2.5325, -2.8078], [-3.4981, -0.7728, -0.3835], [-2.6128, -1.0447, 0.6346], [-0.7426, -1.8442, 2.3949], [0.5133, -3.3977, 3.7940], [0.5020, -5.4429, 5.2396], [-3.2737, -6.6460, 3.5757], [-3.3147, -4.6337, 2.1484], [-2.3874, -4.4495, 0.2317], [-3.9791, -3.9401, -1.6002], [-3.8315, 0.2396, -0.5993], [-2.2106, -0.2336, 1.2460]], "nbo_charge": [-0.42, -0.27, 0.33, 0.47, -0.35, -0.03, -0.14, -0.15, -0.21, -0.17, -0.23, -0.12, -0.51, -0.26, 0.15, -0.63, -0.64, -0.63, -0.03, -0.03, 0.23, 0.25, 0.23, 0.22, 0.24, 0.22, 0.23, 0.23, 0.22, 0.20, 0.22, 0.25, 0.21, 0.26, 0.21, 0.24, 0.25, 0.24, 0.22, 0.26, 0.25, -0.43, 0.11, -0.28, -0.17, -0.07, 0.51, -0.44, -0.44, -0.16, -0.29, 0.01, -0.28, -0.15, -0.07, 0.51, -0.45, -0.43, -0.19, -0.21, 0.18, 0.19, 0.23, 0.24, 0.22, 0.22, 0.24, 0.22, 0.19], "homo_ev": -5.09, "homo_lumo_gap_ev": 2.412, "de_lowest_ev": 12.220, "fmax_ha_per_bohr": 0.080, "charge": 0, "lumo_ev": -2.68}

---

> The highest charge belongs to which entry?

C30H30IrNO4S4